1.
2 unconnected molecules or ions with the total composition C6H6N. Source: OMol25; level of theory: ωB97M-V with the def2-TZVPD basis set.

Results
- orbital gap (spin up / spin down) (eV) = 7.19 / 8.67
- ΔE to the lowest compared entry with this formula, charge and spin (kJ/mol) = 622.3
- net charge = +1
- energy (a.u.) = -286.39825
- HOMO level (spin up / spin down) (eV) = -13.88 / -13.56

Last column: Mulliken charge in e.
CARTESIAN COORDINATES (ANGSTROEM)
C  -0.246  -0.215  -0.613  -0.56
C  0.914  -0.080  -0.204  0.61
C  -2.624  -0.499  -1.689  -0.38
C  -1.441  -0.372  -1.120  0.71
C  -4.466  -0.732  -2.590  -0.37
C  2.276  0.466  1.686  -0.80
N  2.072  0.096  0.310  -0.20
H  -5.245  -0.525  -1.892  0.36
H  -4.304  -0.951  -3.621  0.36
H  1.628  1.300  1.953  0.31
H  2.038  -0.370  2.350  0.32
H  3.312  0.752  1.833  0.33
H  2.890  -0.092  -0.264  0.33

2.
7 unconnected molecules or ions with the total composition C7H28O7. Source: OMol25; level of theory: ωB97M-V with the def2-TZVPD basis set.

Results
- orbital gap (eV) = 10.27
- ΔE to the lowest compared entry with this formula, charge and spin (kJ/mol) = 523.9
- energy (a.u.) = -809.97153
- structure (SMILES) = CO.CO.CO.CO.CO.CO.CO
- HOMO level (eV) = -10.21

Last column: Mulliken charge in e.
CARTESIAN COORDINATES (ANGSTROEM)
C  -2.298  1.257  -3.836  -0.53
O  -3.061  2.120  -4.659  -0.52
H  -2.605  0.216  -3.736  0.26
H  -1.330  1.104  -4.314  0.24
H  -2.006  1.784  -2.927  0.25
H  -3.962  2.334  -4.404  0.30
C  -1.237  -5.824  -2.804  -0.59
O  -0.785  -5.152  -1.619  -0.48
H  -0.825  -6.807  -3.031  0.25
H  -2.310  -5.634  -2.781  0.27
H  -0.978  -5.183  -3.646  0.25
H  -0.543  -4.275  -1.927  0.30
C  0.173  -0.474  0.750  -0.51
O  1.125  0.273  0.091  -0.49
H  -0.570  -0.927  0.093  0.20
H  0.704  -1.303  1.219  0.29
H  -0.352  0.104  1.510  0.21
H  2.000  -0.110  0.187  0.31
C  -4.476  -1.841  1.515  -0.42
O  -5.124  -0.684  1.947  -0.51
H  -3.471  -1.851  1.937  0.19
H  -5.053  -2.727  1.780  0.23
H  -4.331  -1.747  0.439  0.21
H  -4.674  0.084  1.588  0.30
C  0.908  4.579  2.014  -0.51
O  1.761  4.216  0.916  -0.48
H  0.942  3.825  2.800  0.22
H  1.210  5.567  2.359  0.23
H  -0.112  4.710  1.651  0.25
H  1.384  3.412  0.551  0.29
C  1.508  -1.700  5.875  -0.44
O  1.534  -0.995  7.111  -0.51
H  1.598  -0.900  5.141  0.15
H  2.455  -2.229  5.773  0.26
H  0.602  -2.253  5.625  0.24
H  1.792  -0.075  7.014  0.31
C  5.103  2.802  -2.990  -0.51
O  4.271  3.133  -4.103  -0.49
H  4.590  2.680  -2.036  0.22
H  5.633  1.921  -3.353  0.23
H  5.935  3.497  -2.878  0.25
H  4.879  3.071  -4.843  0.30

3.
2 unconnected molecules or ions with the total composition C2H3IN2O. Source: OMol25; level of theory: ωB97M-V with the def2-TZVPD basis set.

Results
- orbital gap (eV) = 9.44
- ΔE to the lowest compared entry with this formula, charge and spin (kJ/mol) = 279.4
- energy (a.u.) = -560.34412
- HOMO level (eV) = -9.17

Last column: Mulliken charge in e.
CARTESIAN COORDINATES (ANGSTROEM)
C  0.844  0.490  -0.624  -0.44
C  -2.723  -1.567  0.505  0.02
N  -0.002  -0.383  -0.864  0.57
N  -0.900  -1.018  -1.127  -0.66
O  -3.253  -2.538  0.124  -0.35
I  -3.656  0.441  -0.045  -0.10
H  1.773  0.051  -0.377  0.27
H  0.575  1.307  -1.173  0.29
H  -1.866  -1.294  1.133  0.40

4.
A single CN2O4S molecule. Source: OMol25; level of theory: ωB97M-V with the def2-TZVPD basis set.

Results
- orbital gap (eV) = 10.48
- ΔE to the lowest compared entry with this formula, charge and spin (kJ/mol) = 239.2
- energy (a.u.) = -846.55674
- structure (SMILES) = N#CS(=O)(=O)[N+](=O)[O-]
- HOMO level (eV) = -11.62

Last column: Mulliken charge in e.
CARTESIAN COORDINATES (ANGSTROEM)
N  2.730  -0.591  0.011  -0.27
C  1.607  -0.429  0.117  0.24
S  0.134  0.638  -0.018  0.92
O  0.159  1.294  -1.263  -0.45
O  0.207  1.474  1.173  -0.49
N  -1.420  -0.659  -0.005  0.95
O  -1.069  -1.772  -0.057  -0.45
O  -2.349  0.044  0.042  -0.45